Record 1
Here is an isolated ion of composition C5H10N3 and charge +1 at a distorted geometry from OMol25. Energies are from the ωB97M-V functional and the def2-TZVPD basis.

Output
total charge = +1
HOMO-LUMO gap = 10.45 eV
energy relative to the best compared isomer or geometry (same formula, charge and spin) = 3.924 eV
HOMO level = -13.970 eV
structure (SMILES) = CN=C=[NH+][C@@H]1N[C@H]1C

Geometry (Å):
C 0.010 -1.627 0.302
C -0.336 1.401 -0.310
C -0.504 0.178 -1.215
C 1.251 -2.529 2.287
C -1.072 2.620 -0.865
N 0.411 -1.985 1.349
N -0.505 -1.176 -0.770
N 0.697 0.885 -1.152
H -0.176 1.480 0.723
H -1.228 0.355 -1.900
H 1.870 -3.333 1.869
H 0.812 -2.954 3.180
H 1.961 -1.762 2.535
H -0.323 3.492 -0.679
H -1.989 2.752 -0.154
H -1.291 2.732 -1.883
H -0.598 -1.984 -1.405
H 1.008 1.455 -1.914



Record 2
Here is an isolated ion of composition C5H10N3 and charge +1 at a distorted geometry from OMol25. Energies are from the ωB97M-V functional and the def2-TZVPD basis.

Output
total charge = +1
HOMO-LUMO gap (spin up / spin down) = 7.13 / 6.99 eV
energy relative to the best compared isomer or geometry (same formula, charge and spin) = 3.764 eV
HOMO level (spin up / spin down) = -11.008 / -11.064 eV
structure (SMILES) = NC1=CNCCC=[NH+]1

Geometry (Å):
C 0.737 0.444 1.489
C -0.594 -0.496 1.675
C 0.588 1.556 0.493
C -0.569 -1.169 -0.750
C -0.082 0.203 -1.471
N -0.888 -1.325 0.531
N 0.227 1.355 -0.782
N 0.199 -0.094 -2.728
H 1.127 0.857 2.415
H 1.464 -0.172 0.962
H -0.574 -1.172 2.438
H -1.524 0.203 1.865
H 0.713 2.636 0.791
H -0.838 -2.066 -1.434
H -1.037 -2.298 0.689
H 0.527 2.182 -1.384
H 0.697 0.477 -3.340
H 0.169 -1.011 -3.094



Record 3
Here is an isolated ion of composition C5H10N3 and charge +1 at a distorted geometry from OMol25. Energies are from the ωB97M-V functional and the def2-TZVPD basis.

Output
total charge = +1
HOMO-LUMO gap = 8.87 eV
energy relative to the best compared isomer or geometry (same formula, charge and spin) = 3.029 eV
HOMO level = -13.332 eV
structure (SMILES) = [H]/N=C(/C)C/C=N\C=[NH2+]

Geometry (Å):
C -0.564 -0.975 1.119
C -0.868 1.130 -0.200
C -0.656 0.504 1.233
C 0.878 -1.853 -0.718
C -0.267 2.482 -0.172
N 0.014 -1.573 0.195
N -1.435 0.672 -1.203
N 2.131 -2.289 -0.585
H -1.322 -1.603 1.559
H -1.653 0.603 1.650
H 0.171 1.170 1.603
H 0.575 -1.961 -1.849
H -0.408 3.154 -1.078
H 0.804 2.470 0.016
H -0.626 3.123 0.725
H 2.644 -2.507 -1.417
H 2.626 -2.354 0.262
H -2.045 -0.192 -1.138



Record 4
Here is a 2-piece molecular cluster, C5H10N3 overall at a distorted geometry from OMol25. Energies are from the ωB97M-V functional and the def2-TZVPD basis.

Output
total charge = +1
HOMO-LUMO gap = 9.42 eV
energy relative to the best compared isomer or geometry (same formula, charge and spin) = 4.648 eV
HOMO level = -13.073 eV

Geometry (Å):
C -1.706 -2.033 -0.385
C 0.030 1.888 0.631
C -0.039 3.155 0.570
C 0.171 -1.546 -1.937
C 1.576 0.370 1.444
N -2.722 -2.099 0.312
N -0.816 -1.440 -0.971
N 0.341 0.691 0.692
H -3.655 -2.548 0.431
H -0.601 3.758 1.301
H 0.434 3.677 -0.219
H 0.917 -2.367 -1.850
H -0.220 -1.538 -3.029
H 0.855 -0.667 -2.030
H 2.263 -0.256 0.859
H 2.114 1.328 1.578
H 1.340 -0.118 2.336
H -0.283 -0.253 0.267